1.
This record from the Open Molecules 2025 dataset describes 2 unconnected molecules or ions with the total composition CFNO3S. The level of theory is the ωB97M-V functional and the def2-TZVPD basis.

Summary:
Highest occupied orbital energy (alpha / beta): -0.461 / -0.436 Ha
ΔE to the lowest compared entry with this formula, charge and spin: 75.80 kcal/mol
LUMO energy (alpha / beta): -4.148 / -4.205 eV

CARTESIAN COORDINATES (ANGSTROEM)
C1 2.04 0.14 -0.23
N1 3.07 0.51 -0.65
O1 -2.43 1.11 0.72
O2 -2.45 -1.39 0.56
O3 1.08 0.02 0.45
F1 -1.76 0.02 -1.51
S1 -1.80 -0.12 0.28

2.
This record from the Open Molecules 2025 dataset describes a molecular structure, C21H39HfNP2. The level of theory is the ωB97M-V functional and the def2-TZVPD basis.

Summary:
Net charge: +2
Highest occupied orbital energy: -0.454 Ha
ΔE to the lowest compared entry with this formula, charge and spin: 104.83 kcal/mol
LUMO energy: -6.823 eV

CARTESIAN COORDINATES (ANGSTROEM)
P1 -0.27 -1.77 -5.11
P2 0.35 1.99 -5.22
C1 -0.37 -0.50 -6.44
C2 0.65 0.66 -6.46
H1 -1.42 -0.14 -6.48
H2 -0.25 -1.09 -7.37
H3 1.69 0.27 -6.34
H4 0.59 1.17 -7.43
C3 -1.04 2.93 -5.94
H5 -1.36 3.72 -5.25
H6 -1.89 2.29 -6.19
H7 -0.66 3.39 -6.86
C4 1.76 3.13 -5.34
H8 1.56 3.83 -6.17
H9 2.70 2.60 -5.50
H10 1.84 3.75 -4.44
C5 -1.47 -3.06 -5.46
H11 -1.51 -3.79 -4.64
H12 -1.15 -3.59 -6.37
H13 -2.47 -2.63 -5.64
C6 1.29 -2.63 -5.50
H14 2.15 -1.96 -5.57
H15 1.15 -3.10 -6.48
H16 1.48 -3.43 -4.77
Hf1 0.45 -0.55 -0.73
C7 0.35 2.44 -2.76
C8 -0.96 2.35 -2.36
C9 -1.93 1.53 -3.11
C10 -2.33 0.09 -2.71
C11 -1.29 -0.95 -2.31
C12 -0.19 -1.31 -3.38
C13 0.80 -0.08 -3.33
C14 1.20 1.13 -2.32
C15 2.10 -1.54 0.21
H17 0.91 3.37 -2.94
H18 -1.25 2.64 -1.34
H19 -1.57 1.45 -4.16
H20 -2.87 2.11 -3.19
H21 -3.10 0.14 -1.93
H22 -2.90 -0.29 -3.57
H23 -1.76 -1.83 -1.85
H24 0.30 -2.26 -3.02
H25 0.15 0.58 -4.03
H26 1.71 -0.28 -3.94
H27 1.34 1.05 -1.13
H28 2.24 1.31 -2.61
H29 3.04 -0.95 0.25
H30 2.31 -2.46 -0.38
H31 1.86 -1.87 1.24
C16 1.62 2.03 1.18
C17 0.19 1.77 1.41
C18 -0.65 2.35 2.37
C19 -1.91 1.76 2.23
C20 -1.82 0.79 1.23
C21 -2.86 -0.17 0.86
N1 -0.50 0.75 0.77
H32 2.26 1.15 1.37
H33 1.95 2.84 1.85
H34 1.76 2.40 0.15
H35 -0.36 3.14 3.06
H36 -2.82 2.00 2.77
H37 -2.82 -1.11 1.45
H38 -3.84 0.31 1.03
H39 -2.80 -0.44 -0.20

3.
This record from the Open Molecules 2025 dataset describes a molecular structure, C36H46CaN14S2. The level of theory is the ωB97M-V functional and the def2-TZVPD basis.

Summary:
Net charge: +2
Highest occupied orbital energy: -0.462 Ha
ΔE to the lowest compared entry with this formula, charge and spin: 0.00 kcal/mol
LUMO energy: -4.342 eV

CARTESIAN COORDINATES (ANGSTROEM)
Ca1 0.38 0.69 1.13
N1 -2.08 0.47 1.44
C1 -2.76 1.78 1.45
C2 -1.90 2.83 2.15
N2 -0.55 2.97 1.56
C3 0.38 3.64 2.50
C4 1.87 3.34 2.30
N3 2.16 1.89 2.25
C5 -0.64 3.67 0.25
C6 0.42 3.29 -0.78
N4 0.49 1.83 -0.97
H1 -2.52 -0.14 0.75
H2 -2.20 0.01 2.33
H3 -3.72 1.74 1.96
H4 -2.95 2.06 0.42
H5 -1.76 2.53 3.19
H6 -2.42 3.79 2.16
H7 0.10 3.34 3.51
H8 0.24 4.73 2.45
H9 2.43 3.83 3.09
H10 2.22 3.79 1.36
H11 2.18 1.51 3.20
H12 3.09 1.71 1.88
H13 -0.62 4.75 0.41
H14 -1.61 3.43 -0.18
H15 1.41 3.65 -0.48
H16 0.18 3.81 -1.71
H17 1.24 1.59 -1.60
H18 -0.37 1.50 -1.42
C7 0.21 -1.98 -1.59
C8 0.16 -2.48 -0.18
N5 0.14 -1.71 0.88
C9 0.07 -2.46 2.04
C10 0.05 -3.81 1.83
S1 0.11 -4.14 0.16
C11 -0.05 -1.82 3.36
C12 -0.41 -2.49 4.49
S2 -0.40 -1.43 5.82
C13 0.07 -0.15 4.82
N6 0.22 -0.46 3.55
C14 0.26 1.22 5.39
H19 -0.40 -1.07 -1.69
H20 -0.17 -2.72 -2.29
H21 1.24 -1.75 -1.87
H22 0.01 -4.60 2.56
H23 -0.69 -3.52 4.59
H24 0.52 1.17 6.44
H25 -0.65 1.81 5.30
H26 1.07 1.74 4.88
C15 4.38 -1.18 -1.42
C16 3.36 -0.28 -1.15
N7 2.73 -0.24 0.03
C17 3.12 -1.10 0.97
C18 4.14 -2.03 0.81
C19 4.77 -2.07 -0.43
C20 4.51 -2.95 1.90
C21 4.98 -2.67 3.11
C22 5.32 -1.36 3.73
C23 6.31 -1.32 4.70
C24 6.63 -0.10 5.25
N8 6.01 1.02 4.88
C25 5.08 0.88 3.96
N9 4.68 -0.24 3.36
H27 4.86 -1.17 -2.39
H28 3.05 0.43 -1.91
H29 2.62 -1.05 1.93
H30 5.56 -2.78 -0.62
H31 4.42 -4.01 1.66
H32 5.25 -3.51 3.74
H33 6.81 -2.23 5.01
H34 7.39 -0.01 6.01
H35 4.57 1.80 3.66
C26 -3.38 -1.41 -1.35
C27 -3.18 -0.13 -2.09
N10 -2.21 0.74 -1.89
C28 -2.40 1.74 -2.82
C29 -3.48 1.47 -3.59
N11 -3.99 0.28 -3.11
C30 -5.04 -0.51 -3.73
N12 -4.53 -1.34 -4.79
N13 -3.90 -2.50 -4.46
N14 -3.42 -3.03 -5.52
C31 -3.73 -2.22 -6.59
C32 -3.43 -2.38 -7.96
C33 -3.87 -1.39 -8.80
C34 -4.58 -0.26 -8.32
C35 -4.88 -0.10 -6.99
C36 -4.43 -1.12 -6.13
H36 -2.53 -1.56 -0.68
H37 -3.43 -2.26 -2.04
H38 -4.30 -1.40 -0.76
H39 -1.74 2.59 -2.90
H40 -3.94 2.00 -4.40
H41 -5.79 0.16 -4.13
H42 -5.49 -1.15 -2.98
H43 -2.90 -3.24 -8.31
H44 -3.67 -1.47 -9.86
H45 -4.90 0.49 -9.03
H46 -5.44 0.76 -6.64

4.
This record from the Open Molecules 2025 dataset describes a molecular structure, C27H20BMgN12S. The level of theory is the ωB97M-V functional and the def2-TZVPD basis.

Summary:
Highest occupied orbital energy (alpha / beta): -0.263 / -0.285 Ha
2S+1: 2
LUMO energy (alpha / beta): 0.440 / -1.651 eV

CARTESIAN COORDINATES (ANGSTROEM)
Mg1 0.27 0.59 0.04
C1 -0.49 4.56 1.44
C2 -0.66 3.60 0.45
N1 -0.48 2.38 0.94
N2 -0.17 2.53 2.25
C3 -0.18 3.84 2.57
B1 0.08 1.24 3.08
N3 1.47 0.66 2.69
C4 2.58 0.60 3.45
C5 3.58 -0.01 2.71
C6 2.97 -0.31 1.49
N4 1.71 0.09 1.48
N5 -1.06 0.24 2.69
C7 -2.14 -0.16 3.38
C8 -2.90 -0.99 2.58
C9 -2.20 -1.04 1.37
N6 -1.10 -0.29 1.44
N7 0.13 1.45 4.58
C10 -0.14 0.58 5.58
C11 0.27 1.14 6.77
C12 0.80 2.39 6.38
N8 0.73 2.56 5.08
H1 -0.59 5.63 1.36
H2 -0.91 3.72 -0.59
H3 0.05 4.15 3.58
H4 2.59 1.00 4.44
H5 4.58 -0.22 3.03
H6 3.39 -0.79 0.62
H7 -2.34 0.20 4.37
H8 -3.83 -1.47 2.83
H9 -2.45 -1.55 0.46
H10 -0.53 -0.40 5.39
H11 0.20 0.71 7.75
H12 1.23 3.16 7.00
S1 0.10 0.02 -5.12
C13 -0.37 -1.31 -4.08
C14 -0.94 -2.44 -4.67
C15 -1.47 -3.46 -3.91
C16 -1.40 -3.37 -2.52
C17 -0.82 -2.27 -1.92
C18 -0.30 -1.21 -2.67
N9 0.24 -0.16 -1.94
C19 1.21 0.68 -2.30
C20 3.03 1.75 -3.16
C21 4.13 2.30 -3.85
C22 4.90 3.23 -3.21
C23 4.61 3.63 -1.89
C24 3.54 3.11 -1.19
C25 2.74 2.16 -1.82
H13 -0.97 -2.49 -5.75
H14 -1.91 -4.32 -4.39
H15 -1.79 -4.17 -1.91
H16 -0.74 -2.22 -0.84
H17 4.36 1.99 -4.86
H18 5.75 3.67 -3.71
H19 5.24 4.36 -1.41
H20 3.31 3.42 -0.18
N10 1.63 1.52 -1.33
C26 2.04 0.82 -3.49
N11 1.76 0.17 -4.68
C27 2.72 -0.22 -5.52
N12 3.55 -0.56 -6.24

| no. | DFT total energy (Eh) | molecular weight (g/mol) | maximum force (eV/A) |
| --- | --- | --- | --- |
| 1 | -816.4792 | 125.1 | 4.14 |
| 2 | -1608.1818 | 546.0 | 4.35 |
| 3 | -3639.7180 | 779.1 | 0.75 |
| 4 | -2321.3138 | 579.7 | 0.40 |